Record 1
13
Properties=species:S:1:pos:R:3:forces:R:3 method="wB97M-V/def2-TZVPD" e_lumo_ha=-0.023 de_lowest_kcal_mol=39.13 orbital_gap_ev=7.98 spin_multiplicity=1 smiles="S=CN/C=C/SC=S" energy_ha=-1404.670688
C 0.05741 -0.50992 0.52388 -1.3751 -1.1949 4.7418
S 0.49877 1.55981 -3.47028 0.3561 0.3379 -0.5295
C 0.29319 0.06491 -0.59663 1.7284 1.1786 -3.0739
H -1.62560 -0.07466 -1.31634 0.4536 0.1429 0.8459
C 0.97924 -0.79824 3.10461 -1.0089 0.3384 -0.7736
S -0.43261 -0.02894 3.45254 1.0228 -0.4627 0.7137
N -0.73409 0.40307 -1.44147 -2.2335 -0.2466 -1.2068
H 1.32749 0.25059 -0.95764 -0.9469 -0.0346 0.0787
C -0.77363 0.97551 -2.67987 2.0057 -0.0724 1.4289
H -1.77205 1.00350 -3.00177 -1.2656 0.1062 -0.8551
H 1.67787 -1.24689 3.83308 -0.4006 0.3675 -0.3329
H -0.96441 -0.52288 1.10081 2.0383 -0.3322 -1.4575
S 1.46842 -1.07587 1.44907 -0.3744 -0.1281 0.4204

---

Record 2
12
Properties=species:S:1:pos:R:3:forces:R:3 method="wB97M-V/def2-TZVPD" e_lumo_ha=0.015 de_lowest_kcal_mol=45.85 orbital_gap_ev=9.01 spin_multiplicity=1 smiles="OC1=CC=[PH]=C1O" energy_ha=-647.155616
C -0.83411 -0.78040 -0.81347 -0.3065 -0.4780 0.1140
C 0.46514 0.41503 0.62132 2.8807 1.3953 3.2417
H 0.28457 -1.80538 1.87995 0.4775 -0.3678 -0.2199
H -1.63043 0.59813 -2.31771 0.0913 -0.3540 1.1560
H -1.08883 -1.75064 -1.14426 -0.7897 -0.8008 -0.8163
H 0.87373 1.63296 -1.62403 -0.5996 -0.1608 1.1118
H 1.47571 1.64553 2.02983 -0.1264 1.3911 -0.3654
O 0.37613 -1.97084 0.92498 -0.4389 -0.8917 1.2965
O 1.32355 0.72580 1.92046 -2.2705 -2.9488 -3.2583
P -0.09780 1.71396 -0.50197 -0.6331 -0.3589 -0.7008
C -1.19072 0.40714 -1.31122 1.3552 0.8501 -1.0365
C 0.04305 -0.83130 0.33612 0.3601 2.7242 -0.5228

---

Record 3
12
Properties=species:S:1:pos:R:3:forces:R:3 method="wB97M-V/def2-TZVPD" e_lumo_ha=0.022 de_lowest_kcal_mol=40.20 orbital_gap_ev=10.15 spin_multiplicity=1 smiles="O=C1C=C(OP)C1" energy_ha=-647.164616
P -2.43612 0.25155 0.02952 -0.9458 1.2526 -0.5691
C 0.75887 0.91037 -0.40945 -1.3802 2.1754 2.6314
H 0.56853 1.78873 0.38141 0.4644 -1.9522 -1.2378
O -1.21234 -0.80505 0.18217 2.9802 -0.7973 -0.4950
C 2.07561 0.11682 -0.16758 0.7994 -1.2739 -0.1117
O 3.26059 0.35993 -0.08067 -1.6958 0.2059 -0.2815
H 1.32092 -2.25392 0.08889 0.6743 1.2926 0.4577
H 0.45057 1.40955 -1.31531 0.5236 -0.3281 -0.7773
H -2.67228 0.50127 1.39087 -0.1227 -0.0190 0.3006
C 0.09412 -0.44321 -0.08896 0.3919 0.2084 0.9203
C 1.26814 -1.13540 0.05885 -1.8053 -0.7166 -0.8994
H -3.47661 -0.70065 -0.06973 0.1161 -0.0479 0.0619

---

Record 4
14
Properties=species:S:1:pos:R:3:forces:R:3 method="wB97M-V/def2-TZVPD" e_lumo_ha=-0.050 de_lowest_kcal_mol=54.07 orbital_gap_ev=6.67 spin_multiplicity=1 energy_ha=-1443.534059
H 1.86853 -0.38178 1.09171 -0.4849 0.4643 0.5122
C 0.76921 0.54699 -1.09551 0.3215 -0.9226 -0.3720
C -0.79104 1.24755 0.73932 -0.9701 -3.7283 -0.5219
S 0.34183 2.07081 -0.22641 0.6037 -0.2603 -0.5464
O 5.30919 -1.14966 0.26742 -1.0164 2.2398 -1.2669
O 4.59304 1.11751 0.91046 -0.0158 -0.9670 -1.7826
S 4.75747 0.14809 -0.17477 1.1182 -1.2508 3.0041
P 1.77463 -0.89631 -0.19422 -1.4628 0.3358 -1.8484
H -1.57203 -0.71646 1.05126 -0.9465 -0.5523 0.5486
H -1.18266 1.60506 1.66166 -0.2972 0.7749 0.3019
C -0.12923 -0.65482 -0.61672 1.5054 2.8268 -0.2875
H 0.98528 0.72225 -2.20655 -0.2332 -0.5277 1.8313
H -0.48441 -1.22130 -1.45265 -0.1460 -0.8052 0.0173
C -1.04661 -0.08185 0.39700 2.0240 2.3726 0.4103

---

Record 5
12
Properties=species:S:1:pos:R:3:forces:R:3 method="wB97M-V/def2-TZVPD" e_lumo_ha=-0.152 de_lowest_kcal_mol=56.64 orbital_gap_ev=10.21 spin_multiplicity=1 charge=+1 energy_ha=-380.737515
O 0.41217 -2.00816 0.09679 1.0926 0.9711 1.3019
C 1.92362 -0.12333 0.42094 -0.2133 -1.8586 2.4971
O -1.56037 -0.23705 0.02207 -0.7091 1.2736 0.1438
O -1.06076 -3.72458 -0.24067 -1.0654 -0.2442 0.0058
H 1.99488 -0.32258 1.56397 -0.2956 0.3778 -2.3288
C -0.42950 -2.80301 -0.08401 0.4794 -0.6018 -0.5673
H 2.55848 0.58267 -0.02273 0.7178 1.2230 -0.4133
C 1.27176 -0.84186 -0.44111 -1.4187 -0.1273 -1.2423
H 0.96389 -0.82544 -1.50068 0.8113 0.3190 0.7944
H -2.80131 1.00649 1.17600 1.1084 -0.6952 -0.6566
H -2.63910 1.37331 -0.54614 -0.1044 1.2376 -2.2713
C -2.27975 0.73482 0.18784 -0.4028 -1.8750 2.7366

---

Record 6
13
Properties=species:S:1:pos:R:3:forces:R:3 method="wB97M-V/def2-TZVPD" e_lumo_ha=0.140 de_lowest_kcal_mol=68.75 orbital_gap_ev=7.86 spin_multiplicity=1 charge=-1 energy_ha=-779.283346
H -0.81382 1.29380 0.90711 0.4716 0.7596 -0.1328
C -0.31862 0.34163 0.89216 -0.1949 0.7725 -4.4777
O -2.94760 -0.68533 -1.01911 -1.0560 0.0104 0.2514
C 0.79997 0.03755 -0.12769 -2.2420 -2.3883 0.5105
H -0.37048 -0.07655 1.78366 0.0314 -2.3953 3.8882
H -1.46546 -1.12177 -2.16515 0.6922 0.3473 -0.1230
O -4.02652 -0.28489 1.35067 -0.0196 0.1271 -1.1773
C -1.63043 -0.65104 -1.19148 -0.6064 -1.3275 -1.0853
O -5.09136 0.86912 -0.56785 0.7294 -1.0317 -0.0308
H 1.54944 -0.75925 -0.06828 -0.2601 0.3131 0.7363
H 1.11392 0.84077 -0.66463 0.9800 2.2393 -1.5892
S -3.83059 0.50816 0.11227 0.1977 1.1852 1.4275
C -0.63210 -0.40700 -0.37015 1.2767 1.3884 1.8021

---

Record 7
13
Properties=species:S:1:pos:R:3:forces:R:3 method="wB97M-V/def2-TZVPD" e_lumo_ha=0.143 de_lowest_kcal_mol=80.43 orbital_gap_ev=8.64 spin_multiplicity=1 charge=-1 energy_ha=-456.346250
C 1.12123 -0.02338 -0.14557 0.1635 0.3910 -0.0651
C -2.32439 0.27302 -0.37706 -0.8732 -0.4647 0.0752
C 2.68190 0.09549 0.03536 -0.0018 0.2561 -0.0042
H -2.76083 0.70503 -1.27965 0.1522 0.1849 0.0057
O 0.44943 0.99154 -0.35257 0.2567 0.1278 0.0244
H 2.28330 -1.66724 0.16624 0.5992 0.4833 -0.0176
C -2.76456 0.83126 0.85748 -0.1745 0.0908 -0.0070
H -2.52896 0.12896 1.68581 0.2239 0.0097 -0.2546
O 0.76169 -1.21961 -0.05247 -0.4757 -0.4812 0.0139
O 3.34565 1.10222 0.03091 -0.1486 -0.3509 -0.0169
H -1.27482 0.72171 -0.27881 0.2777 0.0204 0.0806
O 3.16391 -1.13412 0.20293 -0.1417 -0.3613 0.0635
H -2.15354 -0.80488 -0.49259 0.1422 0.0941 0.1020

---

Record 8
14
Properties=species:S:1:pos:R:3:forces:R:3 method="wB97M-V/def2-TZVPD" e_lumo_ha=0.241 de_lowest_kcal_mol=40.86 orbital_gap_ev=6.21 spin_multiplicity=1 charge=-2 energy_ha=-797.731122
C -0.44581 -2.05944 -0.15508 -0.5323 -2.7239 -0.8726
O 0.43544 2.93156 1.46350 1.5509 -0.2287 0.1685
H 1.24706 -1.60409 -1.69760 -0.0972 0.0453 0.2266
O -1.01364 -3.19592 -0.04704 0.4630 0.2901 0.5476
C -0.47583 -0.79499 -0.35914 -0.5013 2.2461 0.2835
O -2.03652 2.82187 2.14834 -0.0608 -0.5841 0.7180
C -1.25462 0.50971 -0.43697 1.0480 0.7979 -0.0050
H -0.54530 1.36950 -0.26304 -0.5264 -0.8502 0.0655
H 1.70943 -1.19531 0.08724 -0.4550 -0.5476 -0.8653
C 0.89525 -1.46154 -0.65687 -0.1851 1.2024 1.2025
O -1.46138 3.83098 -0.03913 0.3878 0.3566 -1.0943
H -2.20134 0.74800 0.12063 1.0483 -0.9956 0.1333
H -1.54830 0.71045 -1.45158 -0.2150 0.0220 -0.9405
P -0.97707 3.11789 1.15858 -1.9249 0.9695 0.4324

---

Record 9
14
Properties=species:S:1:pos:R:3:forces:R:3 method="wB97M-V/def2-TZVPD" e_lumo_ha=0.123 de_lowest_kcal_mol=24.20 orbital_gap_ev=7.65 spin_multiplicity=1 charge=-1 energy_ha=-854.617204
H 3.01621 0.43760 0.37427 -0.8269 -0.3060 -0.1763
S -0.16741 -2.08309 0.26155 1.1960 0.6695 0.6224
C 2.22522 0.00374 -0.29091 -0.0393 -0.8353 1.4145
O 0.93530 1.82179 0.48584 0.8367 -0.4339 -1.2010
H 2.33798 0.56689 -1.19913 0.5078 -0.4144 -0.9848
H 2.43492 -1.13604 -0.31756 -0.7655 2.0943 -0.4652
O -1.47611 0.23839 0.67418 0.8610 0.8330 0.7119
C 0.82433 0.46091 0.15752 2.3299 0.6683 0.9986
O -2.61686 -0.83836 -0.99447 0.6555 -2.8945 -2.6225
H 0.28683 2.12182 1.09998 -1.2205 -0.1542 0.4949
C -2.71029 0.05674 -0.22644 0.9259 0.5830 1.2989
O -3.56175 0.83180 0.05673 -1.6295 2.1081 1.0311
H -1.26672 -2.23164 -0.43255 -0.8279 0.0796 -0.5285
C -0.26165 -0.25056 0.35100 -2.0033 -1.9975 -0.5941

---

Record 10
15
Properties=species:S:1:pos:R:3:forces:R:3 method="wB97M-V/def2-TZVPD" e_lumo_ha=0.249 de_lowest_kcal_mol=24.00 orbital_gap_ev=6.46 spin_multiplicity=1 charge=-2 smiles="C[C@@H]1O[C@]1([O-])[C@H]1O[P@]1(=O)[O-]" energy_ha=-872.944288
H 0.56475 1.56598 -0.25852 0.7698 -0.7597 -0.1897
C 0.18483 -1.37581 -0.02570 1.7384 -1.2817 1.0988
C 1.35489 1.03785 0.33962 -3.6770 2.0253 0.6045
H -1.15672 -1.11576 -1.59370 -0.5439 0.6509 1.5852
O 0.24904 -2.60787 0.36621 -0.8000 0.6644 0.3089
O -2.29169 -0.90445 0.28487 -0.6331 1.1334 0.5331
H 1.01337 1.51915 1.30866 0.7919 -1.1984 -0.4669
H 2.24744 1.45746 0.04511 2.4514 0.8590 -0.6735
H 2.09587 -0.88638 0.84327 0.1670 -0.1400 0.4594
C -1.11004 -0.77195 -0.47858 2.1262 -1.2598 -3.3678
C 1.32458 -0.42353 0.23630 0.0200 -2.1508 -0.1875
P -1.78128 0.74674 -0.05159 -1.8019 -1.2999 -0.0400
O -1.41622 1.48463 1.17536 0.1073 0.4219 0.5956
O -2.61003 1.35551 -1.12584 -0.2827 0.6472 -0.2261
O 1.33119 -1.08157 -1.06547 -0.4332 1.6882 -0.0340